A 10-piece molecular cluster, C54H122O21 overall in a non-equilibrium geometry, computed with ωB97M-V with the def2-TZVPD basis set.

Values from the calculation:
E = -100957.9273 eV
gap between HOMO and LUMO = 0.358 Eh
energy above the lowest of the compared OMol25 structures with the same formula, charge and spin = 427.1 kJ/mol
molar mass = 1107.55 g/mol

Each atom is followed by the atoms it is bonded to, with distances in Å.
CARTESIAN COORDINATES (ANGSTROEM)
1 C -1.001 11.127 -3.981  C2 1.560, H7 1.090, H8 1.090, H9 1.090
2 C -1.484 12.521 -3.474  C1 1.560, O3 1.465, H10 1.090, H11 1.090
3 O -2.928 12.584 -3.710  C2 1.465, C4 1.369
4 C -3.857 12.083 -2.839  O3 1.369, C5 1.496, O6 1.240
5 C -5.193 11.802 -3.450  C4 1.496, H12 1.090, H13 1.090, H14 1.090
6 O -3.601 11.860 -1.646  C4 1.240
7 H -1.386 10.349 -3.322  C1 1.090
8 H 0.052 10.889 -4.130  C1 1.090
9 H -1.560 10.973 -4.904  C1 1.090
10 H -1.228 12.643 -2.421  C2 1.090
11 H -1.047 13.374 -3.994  C2 1.090
12 H -5.774 11.301 -2.676  C5 1.090
13 H -5.199 11.182 -4.347  C5 1.090
14 H -5.492 12.817 -3.708  C5 1.090
15 C -5.952 5.747 -8.222  C16 1.569, H21 1.090, H22 1.090, H23 1.090
16 C -4.954 5.777 -7.011  C15 1.569, O17 1.471, H24 1.090, H25 1.090
17 O -5.931 5.830 -5.914  C16 1.471, C18 1.292
18 C -5.622 5.345 -4.757  O17 1.292, C19 1.490, O20 1.266
19 C -6.793 5.263 -3.839  C18 1.490, H26 1.090, H27 1.090, H28 1.090
20 O -4.502 4.843 -4.447  C18 1.266
21 H -5.656 5.061 -9.017  C15 1.090
22 H -6.163 6.719 -8.668  C15 1.090
23 H -6.964 5.446 -7.953  C15 1.090
24 H -4.372 4.861 -7.113  C16 1.090
25 H -4.363 6.692 -6.956  C16 1.090
26 H -6.680 4.450 -3.121  C19 1.090
27 H -7.656 5.455 -4.475  C19 1.090
28 H -6.782 6.220 -3.317  C19 1.090
29 C 1.078 3.004 -10.679  C30 1.560, H35 1.090, H36 1.090, H37 1.090
30 C 1.750 4.171 -9.894  C29 1.560, O31 1.414, H38 1.090, H39 1.090
31 O 3.114 4.024 -10.234  C30 1.414, C32 1.328
32 C 3.967 5.033 -10.099  O31 1.328, C33 1.500, O34 1.217
33 C 5.218 4.824 -10.899  C32 1.500, H40 1.090, H41 1.090, H42 1.090
34 O 3.662 6.115 -9.634  C32 1.217
35 H -0.010 3.020 -10.753  C29 1.090
36 H 1.369 2.009 -10.344  C29 1.090
37 H 1.423 3.040 -11.712  C29 1.090
38 H 1.339 5.180 -9.932  C30 1.090
39 H 1.494 3.773 -8.912  C30 1.090
40 H 5.880 4.183 -10.316  C33 1.090
41 H 5.681 5.776 -11.158  C33 1.090
42 H 4.970 4.343 -11.845  C33 1.090
43 C 9.039 0.518 1.302  O44 1.401, H52 1.090, H53 1.090, H54 1.090
44 O 8.734 1.268 2.445  C43 1.401, C45 1.410
45 C 7.479 1.909 2.422  O44 1.410, C46 1.532, H55 1.090, H56 1.090
46 C 7.460 3.139 3.335  C45 1.532, O47 1.416, H57 1.090, H58 1.090
47 O 8.028 4.359 2.895  C46 1.416, C48 1.382
48 C 7.197 5.144 2.120  O47 1.382, C49 1.564, H59 1.090, H60 1.090
49 C 8.000 6.253 1.362  C48 1.564, O50 1.401, H61 1.090, H62 1.090
50 O 8.677 7.065 2.281  C49 1.401, C51 1.399
51 C 9.329 8.160 1.702  O50 1.399, H63 1.090, H64 1.090, H65 1.090
52 H 9.507 -0.441 1.523  C43 1.090
53 H 9.565 1.179 0.612  C43 1.090
54 H 8.111 0.082 0.934  C43 1.090
55 H 6.671 1.204 2.616  C45 1.090
56 H 7.411 2.336 1.421  C45 1.090
57 H 7.973 2.757 4.217  C46 1.090
58 H 6.423 3.308 3.626  C46 1.090
59 H 6.372 5.642 2.629  C48 1.090
60 H 6.700 4.519 1.378  C48 1.090
61 H 7.290 6.814 0.754  C49 1.090
62 H 8.656 5.816 0.609  C49 1.090
63 H 9.719 8.060 0.689  C51 1.090
64 H 9.960 8.620 2.463  C51 1.090
65 H 8.569 8.924 1.538  C51 1.090
66 C -2.838 -16.936 3.025  O67 1.438, H75 1.090, H76 1.090, H77 1.090
67 O -2.706 -15.530 2.752  C66 1.438, C68 1.439
68 C -2.651 -15.327 1.328  O67 1.439, C69 1.546, H78 1.090, H79 1.090
69 C -2.559 -13.844 0.900  C68 1.546, O70 1.488, H80 1.090, H81 1.090
70 O -1.215 -13.206 0.848  C69 1.488, C71 1.391
71 C -0.734 -13.074 2.147  O70 1.391, C72 1.523, H82 1.090, H83 1.090
72 C 0.785 -12.970 2.127  C71 1.523, O73 1.425, H84 1.090, H85 1.090
73 O 1.235 -12.062 3.129  C72 1.425, C74 1.361
74 C 1.348 -12.702 4.324  O73 1.361, H86 1.090, H87 1.090, H88 1.090
75 H -2.405 -17.129 4.007  C66 1.090
76 H -2.313 -17.560 2.302  C66 1.090
77 H -3.856 -17.319 2.960  C66 1.090
78 H -3.569 -15.797 0.976  C68 1.090
79 H -1.793 -15.757 0.813  C68 1.090
80 H -3.224 -13.100 1.339  C69 1.090
81 H -2.975 -13.694 -0.097  C69 1.090
82 H -1.082 -13.871 2.804  C71 1.090
83 H -1.258 -12.172 2.463  C71 1.090
84 H 1.108 -12.481 1.208  C72 1.090
85 H 1.304 -13.927 2.169  C72 1.090
86 H 2.322 -13.181 4.423  C74 1.090
87 H 0.640 -13.517 4.472  C74 1.090
88 H 1.305 -12.068 5.209  C74 1.090
89 C 2.322 2.593 -2.415  O90 1.397, H98 1.090, H99 1.090, H100 1.090
90 O 2.575 2.035 -1.159  C89 1.397, C91 1.417
91 C 1.390 1.983 -0.383  O90 1.417, C92 1.514, H101 1.090, H102 1.090
92 C 1.674 1.318 0.948  C91 1.514, O93 1.402, H103 1.090, H104 1.090
93 O 2.286 0.058 1.009  C92 1.402, C94 1.394
94 C 1.447 -0.960 0.559  O93 1.394, C95 1.481, H105 1.090, H106 1.090
95 C 1.679 -2.250 1.249  C94 1.481, O96 1.394, H107 1.090, H108 1.090
96 O 2.968 -2.589 0.841  C95 1.394, C97 1.428
97 C 3.838 -3.293 1.727  O96 1.428, H109 1.090, H110 1.090, H111 1.090
98 H 1.463 2.180 -2.945  C89 1.090
99 H 3.217 2.555 -3.036  C89 1.090
100 H 1.972 3.620 -2.315  C89 1.090
101 H 0.571 1.495 -0.913  C91 1.090
102 H 1.265 3.036 -0.132  C91 1.090
103 H 0.842 1.192 1.641  C92 1.090
104 H 2.367 1.977 1.471  C92 1.090
105 H 1.535 -0.934 -0.527  C94 1.090
106 H 0.452 -0.690 0.914  C94 1.090
107 H 1.054 -3.040 0.833  C95 1.090
108 H 1.503 -2.236 2.325  C95 1.090
109 H 3.867 -2.956 2.764  C97 1.090
110 H 4.892 -3.212 1.462  C97 1.090
111 H 3.496 -4.324 1.807  C97 1.090
112 C -3.793 -2.471 3.643  O113 1.404, H121 1.090, H122 1.090, H123 1.090
113 O -3.460 -3.365 2.613  C112 1.404, C114 1.431
114 C -4.660 -3.818 1.978  O113 1.431, C115 1.478, H124 1.090, H125 1.090
115 C -4.278 -4.784 0.927  C114 1.478, O116 1.408, H126 1.090, H127 1.090
116 O -4.276 -4.012 -0.251  C115 1.408, C117 1.438
117 C -3.831 -4.746 -1.405  O116 1.438, C118 1.474, H128 1.090, H129 1.090
118 C -4.227 -4.129 -2.684  C117 1.474, O119 1.416, H130 1.090, H131 1.090
119 O -3.639 -2.868 -2.949  C118 1.416, C120 1.417
120 C -3.993 -1.646 -2.324  O119 1.417, H132 1.090, H133 1.090, H134 1.090
121 H -3.843 -2.952 4.620  C112 1.090
122 H -4.775 -1.998 3.647  C112 1.090
123 H -3.021 -1.702 3.689  C112 1.090
124 H -5.427 -3.162 1.567  C114 1.090
125 H -5.203 -4.329 2.772  C114 1.090
126 H -5.011 -5.590 0.933  C115 1.090
127 H -3.353 -5.316 1.151  C115 1.090
128 H -4.218 -5.764 -1.392  C117 1.090
129 H -2.775 -5.016 -1.412  C117 1.090
130 H -5.293 -4.110 -2.907  C118 1.090
131 H -3.983 -4.832 -3.480  C118 1.090
132 H -3.189 -0.946 -2.553  C120 1.090
133 H -3.962 -1.953 -1.279  C120 1.090
134 H -4.961 -1.208 -2.564  C120 1.090
135 C 5.682 -2.197 -3.941  O136 1.428, H144 1.090, H145 1.090, H146 1.090
136 O 5.091 -2.485 -5.209  C135 1.428, C137 1.395
137 C 3.712 -2.657 -5.094  O136 1.395, C138 1.554, H147 1.090, H148 1.090
138 C 3.287 -4.090 -4.669  C137 1.554, O139 1.453, H149 1.090, H150 1.090
139 O 3.679 -5.017 -5.718  C138 1.453, C140 1.488
140 C 4.475 -6.174 -5.225  O139 1.488, C141 1.469, H151 1.090, H152 1.090
141 C 5.879 -5.882 -4.908  C140 1.469, O142 1.473, H153 1.090, H154 1.090
142 O 6.745 -6.990 -4.468  C141 1.473, C143 1.398
143 C 6.430 -7.568 -3.234  O142 1.398, H155 1.090, H156 1.090, H157 1.090
144 H 5.341 -2.779 -3.084  C135 1.090
145 H 5.403 -1.168 -3.718  C135 1.090
146 H 6.770 -2.150 -3.988  C135 1.090
147 H 3.318 -2.675 -6.110  C137 1.090
148 H 3.253 -1.784 -4.631  C137 1.090
149 H 2.224 -4.319 -4.595  C138 1.090
150 H 3.749 -4.338 -3.714  C138 1.090
151 H 4.664 -6.851 -6.058  C140 1.090
152 H 3.978 -6.623 -4.365  C140 1.090
153 H 5.798 -5.162 -4.094  C141 1.090
154 H 6.441 -5.417 -5.718  C141 1.090
155 H 6.399 -6.812 -2.450  C143 1.090
156 H 7.216 -8.316 -3.127  C143 1.090
157 H 5.467 -8.073 -3.162  C143 1.090
158 C -11.847 6.824 2.419  C159 1.526, H164 1.090, H165 1.090, H166 1.090
159 C -10.492 6.901 3.117  C158 1.526, C160 1.533, H167 1.090, H168 1.090
160 C -9.389 5.897 2.762  C159 1.533, C161 1.547, H169 1.090, H170 1.090
161 C -8.209 5.938 3.762  C160 1.547, C162 1.568, H171 1.090, H172 1.090
162 C -7.097 4.962 3.243  C161 1.568, C163 1.515, H173 1.090, H174 1.090
163 C -5.664 5.397 3.470  C162 1.515, H175 1.090, H176 1.090, H177 1.090
164 H -11.751 6.991 1.346  C158 1.090
165 H -12.492 7.668 2.664  C158 1.090
166 H -12.459 5.923 2.468  C158 1.090
167 H -10.068 7.861 2.825  C159 1.090
168 H -10.651 6.811 4.192  C159 1.090
169 H -8.958 6.222 1.815  C160 1.090
170 H -9.796 4.892 2.650  C160 1.090
171 H -7.792 6.936 3.629  C161 1.090
172 H -8.390 5.744 4.819  C161 1.090
173 H -7.412 4.026 3.705  C162 1.090
174 H -6.988 4.817 2.169  C162 1.090
175 H -5.033 4.532 3.268  C163 1.090
176 H -5.510 6.275 2.842  C163 1.090
177 H -5.610 5.738 4.504  C163 1.090
178 C -0.530 2.538 10.417  C179 1.504, H184 1.090, H185 1.090, H186 1.090
179 C 0.198 1.228 10.293  C178 1.504, C180 1.538, H187 1.090, H188 1.090
180 C 1.479 0.931 11.091  C179 1.538, C181 1.525, H189 1.090, H190 1.090
181 C 1.760 -0.561 11.229  C180 1.525, C182 1.540, H191 1.090, H192 1.090
182 C 2.427 -1.159 9.976  C181 1.540, C183 1.487, H193 1.090, H194 1.090
183 C 2.799 -2.568 10.268  C182 1.487, H195 1.090, H196 1.090, H197 1.090
184 H -1.510 2.574 9.941  C178 1.090
185 H 0.087 3.392 10.138  C178 1.090
186 H -0.658 2.791 11.470  C178 1.090
187 H -0.542 0.458 10.511  C179 1.090
188 H 0.283 1.156 9.209  C179 1.090
189 H 1.273 1.350 12.076  C180 1.090
190 H 2.404 1.483 10.923  C180 1.090
191 H 2.375 -0.908 12.059  C181 1.090
192 H 0.891 -1.159 11.504  C181 1.090
193 H 1.735 -1.065 9.140  C182 1.090
194 H 3.317 -0.583 9.720  C182 1.090
195 H 3.488 -2.517 11.112  C183 1.090
196 H 1.898 -3.173 10.374  C183 1.090
197 H 3.343 -2.994 9.425  C183 1.090